The following is a DFT calculation (wB97M-V/def2-TZVPD) of a structure of composition C22H15CuN6O8S4.

Element x y z (Å)
Cu  0.10281  -0.17678  0.09224
C  3.80344  4.04184  -0.24025
S  3.95405  2.35456  -0.85485
C  2.39973  1.67297  -0.42962
S  2.19816  0.02396  -0.84714
N  1.54394  2.46700  0.16552
N  0.38056  1.81890  0.43707
C  -0.55453  2.44552  1.03370
C  -1.79134  1.70359  1.29435
C  -2.82085  2.21383  2.06841
C  -3.93798  1.41971  2.28870
C  -3.98751  0.15354  1.73650
C  -2.90816  -0.28731  0.97878
N  -1.84945  0.47539  0.75573
H  4.75242  4.52670  -0.46538
H  3.62945  4.04663  0.83226
H  2.99191  4.56297  -0.74088
H  -0.43371  3.47878  1.34765
H  -2.73520  3.20227  2.49964
H  -4.75474  1.78661  2.89716
H  -4.83227  -0.50039  1.89833
H  -2.86782  -1.27929  0.54802
O  2.17642  -5.42483  1.32293
S  1.16562  -4.49647  1.74536
O  1.24312  -3.98153  3.08606
N  1.03948  -3.25588  0.66460
C  -0.12028  -3.24740  0.09641
S  -0.63847  -2.06777  -1.04586
C  -1.03588  -4.36974  0.48234
C  -2.31449  -4.64924  0.03835
C  -2.97652  -5.74069  0.58796
C  -2.37428  -6.52858  1.56464
C  -1.08729  -6.24592  2.00929
C  -0.44794  -5.16507  1.44312
H  -2.77825  -4.01857  -0.70872
H  -3.98011  -5.97938  0.25852
H  -2.91467  -7.36772  1.98412
H  -0.60807  -6.84534  2.77193
O  -1.35118  -2.03300  2.44204
C  -0.42536  -1.31233  2.83255
O  0.37018  -0.60575  2.15712
C  -0.26171  -1.18550  4.33893
C  -0.08682  0.06811  4.90134
C  -0.03530  0.18918  6.28105
C  -0.10819  -0.90060  7.12390
C  -0.25749  -2.13785  6.52516
C  -0.34889  -2.30671  5.15533
N  -0.35013  -3.31960  7.40343
O  -0.46405  -4.40555  6.87973
O  -0.29813  -3.13466  8.60534
N  0.09577  1.52725  6.87780
O  0.21552  1.60192  8.08586
O  0.11032  2.48231  6.12622
H  0.01506  0.93735  4.26783
H  -0.05749  -0.79431  8.19526
H  -0.47134  -3.28341  4.71168

Results
relative energy (zero: lowest compared OMol25 entry of this formula, charge and spin): 5.6 kJ/mol
multiplicity: 2
strongest force on any atom: 0.33 eV/A
net charge: -1
electronic energy: -136356.797 eV
HOMO-LUMO gap (alpha / beta): 0.263 / 0.269 Ha
HOMO (alpha / beta): -5.62 / -5.76 eV

natural (NBO) atomic charge list, values in e, 2 entries: number 1, Cu, carries 1.2155; number 2, C, carries -0.7471

***

The following is a DFT calculation (wB97M-V/def2-TZVPD) of a cluster of 3 separate species, C4H13NO3 in total in a non-equilibrium geometry.

Element x y z (Å)
C  -1.26563  -0.18817  -2.51747
C  0.15322  -0.07250  -1.95717
C  0.93847  -1.39892  -2.02455
N  0.19968  0.54667  -0.64293
C  -0.19747  -0.15343  0.45404
O  -0.69542  -1.25785  0.40934
H  -1.70420  -1.14481  -2.26184
H  -1.24766  -0.14538  -3.60785
H  -1.94598  0.62090  -2.24699
H  0.67904  0.63863  -2.59626
H  1.35781  -1.60550  -1.03568
H  0.25941  -2.20822  -2.24432
H  1.74632  -1.31773  -2.73322
H  0.22017  1.54689  -0.54694
H  -0.01824  0.33139  1.42324
O  -0.60566  0.21821  4.21133
H  -0.89515  -0.69874  4.22225
H  -0.43877  0.51704  5.10894
O  0.95536  2.19364  3.02010
H  1.54773  2.31283  2.27286
H  0.95695  1.26504  3.29312

Results
relative energy (zero: lowest compared OMol25 entry of this formula, charge and spin): 94.7 kJ/mol
strongest force on any atom: 1.19 eV/A
net charge: 0
structure (SMILES): CC(C)NC=O.O.O
electronic energy: -11991.490 eV
HOMO-LUMO gap: 0.377 Ha
HOMO: -9.61 eV

natural (NBO) atomic charge list, values in e, 2 entries: number 1, C, carries -0.6200; number 2, C, carries -0.0490

***

The following is a DFT calculation (wB97M-V/def2-TZVPD) of the molecule C5H10O2.

Element x y z (Å)
C  2.11652  1.03812  -0.28195
O  0.71168  0.95120  -0.32738
C  0.25869  -0.36149  -0.46282
C  0.27994  -1.29453  0.75945
O  -1.09469  -1.63790  0.55301
C  -1.26603  -0.54948  -0.39100
C  -2.06380  0.60772  0.18757
H  2.52837  0.51912  0.59707
H  2.57611  0.60954  -1.18647
H  2.37097  2.09866  -0.21864
H  0.70260  -0.83130  -1.35492
H  0.44923  -0.74398  1.69841
H  0.92567  -2.17773  0.72301
H  -1.71534  -0.90735  -1.32406
H  -3.09673  0.60270  -0.17764
H  -2.09284  0.51943  1.27913
H  -1.59032  1.55727  -0.07279

Results
relative energy (zero: lowest compared OMol25 entry of this formula, charge and spin): 248.2 kJ/mol
strongest force on any atom: 0.45 eV/A
net charge: 0
structure (SMILES): CO[C@H]1CO[C@H]1C
electronic energy: -9440.470 eV
HOMO-LUMO gap: 0.390 Ha
HOMO: -9.62 eV

natural (NBO) atomic charge list, values in e, 2 entries: number 1, C, carries -0.2490; number 2, O, carries -0.5265

***

Q: Which value of electronic energy does entry 1 give?
A: -136356.797 eV

***

Q: Number 3 is which compound?
A: C5H10O2

***

Q: Which value of strongest force on any atom does entry 1 give?
A: 0.33 eV/A